Entry 1:
ORCA calculation (ωB97M-V/def2-TZVPD) on C2H4N4O as an isolated structure.

Energy above the lowest of the compared OMol25 structures with the same formula, charge and spin in eV: 5.616
Total charge: 0
HOMO in eV: -9.6

XYZ file:
```
11
Properties=species:S:1:pos:R:3:forces:R:3:mulliken_charge:R:1
C 1.14058 -0.79639 -0.06883 2.1 1.7 0.7 -0.803
C -0.70626 0.84131 0.11784 2.1 0.7 -1.4 0.531
H 1.39922 -1.84259 -0.51295 -1.0 2.3 0.2 0.280
H 1.71891 -0.80481 0.94876 -1.3 0.1 -1.6 0.302
H 1.62398 0.43848 -0.60442 -1.4 -4.6 0.7 0.273
H 1.00327 1.60098 0.21987 2.2 -0.3 1.0 0.268
N -0.27170 -0.44803 0.13244 -2.8 -0.8 0.6 0.367
N -1.46872 -1.16563 -0.02268 1.0 -2.0 -0.8 -0.332
N -2.45945 -0.43048 -0.12477 0.4 -1.7 0.7 -0.008
N 0.12974 1.75664 -0.14266 -4.1 2.9 0.2 -0.741
O -2.10958 0.85054 0.05739 2.7 1.8 -0.2 -0.138
```
Forces are in eV/Å.

Entry 2:
ORCA calculation (ωB97M-V/def2-TZVPD) on C49H62N6O3PSbTi as an isolated structure.

Energy above the lowest of the compared OMol25 structures with the same formula, charge and spin in eV: 1.104
Total charge: 0
HOMO in eV: -6.4

XYZ file:
```
123
Properties=species:S:1:pos:R:3:forces:R:3:mulliken_charge:R:1
Ti -0.45864 0.29629 -0.33247 -0.2 1.8 -0.4 0.140
C 2.40068 -0.75881 -2.55184 0.2 0.2 0.0 -0.470
C 1.23104 -1.34213 -3.28257 -0.1 -0.1 -0.1 0.679
C 1.46696 -2.45044 -4.09226 0.0 0.0 0.1 -0.626
C 0.45552 -3.05679 -4.81423 0.0 0.0 0.0 -1.175
C -0.82588 -2.55317 -4.71559 0.0 0.1 0.0 -0.864
C -1.11226 -1.45520 -3.90918 0.2 0.0 0.0 1.878
C -2.54577 -1.01325 -3.83941 -0.2 0.0 0.0 -1.997
C -0.07640 -0.82292 -3.18991 0.0 -0.1 -0.2 -1.132
N -0.36553 0.29276 -2.35161 -0.5 0.2 0.4 2.568
C -1.06022 1.38295 -2.90348 0.7 -0.7 -0.4 0.571
C -0.97890 1.67910 -4.37752 0.1 0.2 0.0 -2.892
C -1.77523 2.14257 -2.06536 -0.4 0.3 1.0 0.695
C -2.48831 3.38676 -2.51804 0.0 0.1 0.0 -2.328
N -1.78731 1.73654 -0.69231 0.4 -0.4 -0.6 1.953
C -2.84934 2.24115 0.10050 -0.1 0.0 0.1 -0.691
C -4.15247 1.73513 -0.06206 0.2 0.2 0.1 0.247
C -4.43233 0.64415 -1.05014 0.0 -0.1 -0.1 -1.126
C -5.18167 2.24263 0.72687 0.0 -0.1 -0.1 -0.309
C -4.94239 3.23218 1.66373 -0.1 0.0 0.0 -1.052
C -3.66517 3.74937 1.79443 0.0 0.1 0.0 -0.395
C -2.61235 3.28200 1.01354 -0.2 0.0 -0.1 0.062
C -1.27983 3.96398 1.06943 0.1 0.0 0.1 -0.209
H 3.30820 -1.30840 -2.80386 0.0 0.0 0.0 0.551
H 2.27616 -0.81230 -1.47251 0.0 0.0 0.0 -0.505
H 2.55467 0.29088 -2.79551 0.0 0.0 0.0 0.157
H 2.47875 -2.83575 -4.15331 0.0 0.0 0.0 0.456
H 0.66589 -3.91325 -5.44276 0.0 0.0 0.0 0.416
H -1.63895 -3.02137 -5.25991 0.0 0.0 0.0 0.472
H -3.19237 -1.87813 -3.67982 0.0 0.0 0.0 0.534
H -2.85685 -0.54030 -4.77518 0.0 0.0 0.0 0.388
H -2.72554 -0.30336 -3.04224 0.0 0.0 0.1 -0.112
H -0.30753 0.99423 -4.89187 0.0 0.0 0.0 0.338
H -0.60986 2.69329 -4.55628 0.0 0.0 0.0 0.615
H -1.96021 1.60766 -4.85287 0.0 0.0 0.0 0.499
H -1.79443 4.10656 -2.96488 0.0 -0.1 0.0 0.436
H -2.99103 3.89877 -1.69820 0.0 -0.1 0.0 0.393
H -3.24744 3.17410 -3.27750 0.0 0.0 0.0 0.406
H -3.62912 -0.09221 -1.05368 0.0 0.0 0.0 0.056
H -4.51130 1.03192 -2.06870 0.0 0.0 0.0 0.264
H -5.36786 0.13593 -0.81055 0.0 0.0 0.0 0.503
H -6.18130 1.84033 0.60204 0.0 0.0 0.0 0.461
H -5.75253 3.61148 2.27468 0.0 0.0 0.0 0.385
H -3.48123 4.55472 2.49805 0.0 0.0 0.0 0.386
H -1.26815 4.71088 1.86550 0.0 0.0 0.0 0.551
H -1.07808 4.48378 0.12988 0.0 0.0 0.0 0.249
H -0.46151 3.26201 1.21418 0.0 -0.1 0.0 -0.905
O -1.56803 -1.64103 -0.90054 -1.7 0.4 -0.2 -0.520
N -0.59892 -2.32686 -0.69841 0.6 -1.5 -0.1 -0.523
O 0.39106 -1.62588 -0.32029 0.9 0.3 0.6 0.365
C 1.95108 2.85285 -2.39134 0.1 0.0 -0.1 -1.954
C 1.33740 2.90638 -0.99842 0.1 0.0 0.1 2.473
C 2.16572 3.86865 -0.13893 0.0 0.0 0.0 -1.665
C 1.25743 1.54490 -0.29563 0.1 -0.1 0.1 0.707
H 1.94319 3.84318 -2.85548 0.0 0.0 0.0 0.455
H 1.42863 2.16535 -3.05229 -0.1 0.0 0.0 0.273
H 2.99721 2.53198 -2.33314 0.0 0.0 0.0 0.447
H 0.33272 3.32048 -1.09345 0.0 0.0 0.0 -1.086
H 3.17840 3.47498 -0.00431 0.0 0.0 0.0 0.345
H 1.72677 3.99144 0.85551 0.0 0.0 0.0 0.236
H 2.24656 4.85748 -0.59966 0.0 0.0 0.0 0.432
H 1.25210 1.70551 0.78472 0.1 0.1 0.0 -0.086
H 2.18377 0.99271 -0.49053 -0.1 -0.1 -0.1 0.458
C 0.42806 2.54222 4.04898 0.0 -0.1 0.0 -0.922
P -0.36620 1.01454 3.49837 -0.1 0.1 0.3 1.191
C 0.31448 -0.26494 4.57740 0.0 0.0 0.0 -0.754
C -2.09731 1.15868 3.99546 0.1 0.0 0.0 -1.004
O -0.15181 0.80303 2.03273 -0.1 -0.3 -0.3 -0.645
H 0.49210 2.58215 5.13740 0.0 0.0 0.0 0.504
H -0.13709 3.40035 3.69125 0.0 0.0 -0.1 0.308
H 1.43102 2.58523 3.62135 0.0 0.0 0.0 0.074
H 0.10022 -0.00393 5.61613 0.0 0.0 0.0 0.540
H 1.39330 -0.35142 4.45709 0.1 0.0 0.0 0.017
H -0.13274 -1.23670 4.36511 0.0 0.1 0.0 0.201
H -2.15692 1.68125 4.95233 0.0 0.0 0.0 0.492
H -2.55232 0.17336 4.09858 0.0 0.0 0.0 0.313
H -2.64564 1.72691 3.24155 0.0 0.0 0.0 -0.057
N -1.41770 -3.80902 3.67901 0.1 -0.1 0.1 -0.370
C -2.15206 -2.87308 2.99268 0.0 0.1 -0.1 -0.352
C -1.51331 -1.87390 2.24008 0.0 0.1 0.0 -0.633
N -2.19724 -0.93218 1.62184 0.0 -0.1 -0.5 1.404
C -3.52892 -0.96712 1.71232 0.0 -0.1 0.2 -0.313
C -4.14724 -1.95432 2.45730 -0.1 0.1 -0.1 -0.920
N -3.47417 -2.90602 3.09817 0.0 -0.1 0.1 -0.672
H -0.49451 -4.01104 3.33158 0.0 0.0 0.0 0.196
H -1.93542 -4.61328 3.99555 0.0 0.0 0.0 0.284
H -0.43146 -1.83682 2.14641 0.0 -0.1 0.0 0.692
H -4.08964 -0.18583 1.22043 0.0 -0.1 0.1 0.002
H -5.22820 -1.97826 2.53604 0.0 0.0 0.0 0.432
C 3.90317 -3.36810 6.33503 0.0 0.0 0.0 -0.525
C 3.13608 -4.05613 5.40272 0.0 0.0 0.0 -0.734
C 2.91468 -3.51065 4.14714 0.0 0.0 0.0 -0.541
C 3.45709 -2.27468 3.79628 0.1 0.1 0.1 0.396
C 4.22863 -1.59868 4.73636 0.0 0.0 0.0 -0.190
C 4.45206 -2.14073 5.99767 0.0 0.0 0.0 -0.676
Sb 2.90933 -1.42558 1.90657 -0.3 -0.2 -0.2 0.487
C 4.47298 0.00483 1.73524 0.1 0.1 0.0 0.728
C 4.28360 1.24544 2.34120 -0.1 0.0 0.0 -0.398
C 5.22658 2.25546 2.21942 0.0 0.0 0.0 -0.540
C 6.37177 2.04289 1.46435 0.0 0.0 0.0 -0.624
C 6.56391 0.81890 0.83920 0.0 0.0 0.0 -0.702
C 5.62096 -0.19238 0.97315 0.0 -0.1 0.0 -0.786
C 3.79151 -3.01870 0.78532 0.2 -0.1 0.0 0.169
C 4.95759 -3.64603 1.22799 0.0 0.0 0.1 -0.417
C 5.52604 -4.68401 0.50471 0.0 0.0 0.0 -0.778
C 4.93237 -5.11277 -0.67651 0.0 0.0 0.0 -0.529
C 3.77309 -4.50085 -1.12633 0.0 0.0 0.0 -0.812
C 3.20602 -3.46058 -0.39786 0.0 0.0 -0.1 -0.439
H 4.07733 -3.79251 7.31597 0.0 0.0 0.0 0.373
H 2.71456 -5.02207 5.65491 0.0 0.0 0.0 0.408
H 2.33169 -4.07642 3.42369 0.0 0.0 0.0 0.467
H 4.67782 -0.64257 4.48452 0.0 0.0 0.0 0.382
H 5.06269 -1.60067 6.71157 0.0 0.0 0.0 0.407
H 3.37856 1.44451 2.91006 0.0 -0.1 0.0 0.238
H 5.05887 3.21257 2.69873 0.0 0.0 0.0 0.436
H 7.10605 2.83142 1.35577 0.0 0.0 0.0 0.378
H 7.44888 0.64571 0.23906 0.0 0.0 0.0 0.409
H 5.78673 -1.14033 0.47352 0.0 0.0 0.0 0.393
H 5.42920 -3.32500 2.15149 0.0 0.0 0.0 0.497
H 6.43075 -5.15934 0.86405 0.0 0.0 0.0 0.401
H 5.37783 -5.92298 -1.24099 0.0 0.0 0.0 0.381
H 3.30192 -4.82727 -2.04612 0.0 0.0 0.0 0.479
H 2.30354 -2.99625 -0.76596 -0.1 0.0 0.0 0.379
```
Forces are in eV/Å.